Record 1
C15H45KO20P5 | wB97M-V/def2-TZVPD

Geometry as XYZ:
```
86
Properties=species:S:1:pos:R:3:forces:R:3:mulliken_charge:R:1
K 0.252464 -0.372711 0.272067 12.3 -14.6 0.0 -0.38
C -3.649826 -0.886185 3.055799 -2.6 -2.5 2.6 -0.22
O -2.439010 -0.688004 3.655150 4.6 0.9 1.0 -0.41
P -1.065904 -1.162638 2.913555 -1.8 0.1 0.9 -0.94
O -0.922949 -0.590256 1.544112 -8.5 -4.7 15.6 1.60
O -1.112803 -2.735349 3.080351 -0.1 -0.4 -0.3 -0.20
C -1.702958 -3.420209 4.232962 -0.3 0.3 -0.2 -0.91
O 0.143194 -0.756701 3.979447 -2.1 -11.3 -1.7 -0.46
C 1.388336 -1.447987 3.859282 -0.1 -3.0 0.7 -0.83
H -4.175246 -0.009778 2.676398 1.5 -0.9 2.9 -0.31
H -4.241105 -1.316546 3.864067 -0.5 -0.1 0.3 0.41
H -3.592371 -1.659762 2.290059 -0.2 -0.2 0.5 0.25
H -2.213488 -2.724992 4.899398 0.2 0.2 -0.1 0.39
H -0.942801 -3.972623 4.785317 0.1 0.1 -0.3 0.32
H -2.465933 -4.098905 3.851718 0.2 -0.1 -0.1 0.25
H 2.276865 -0.833052 3.716146 -0.4 0.1 -0.4 0.41
H 1.302462 -2.271596 3.150487 0.3 0.3 -0.5 0.32
H 1.567334 -2.006761 4.777891 -0.1 0.3 0.4 0.26
C 1.131889 -3.898097 -4.240848 0.2 0.3 -0.9 -0.96
O 1.145517 -3.381332 -2.903729 -2.1 0.4 -0.8 -0.39
P 0.133934 -2.176806 -2.464185 -0.3 -0.4 -0.9 1.50
O 0.296386 -1.805881 -1.024927 -1.2 -6.8 -7.0 0.00
O -1.321457 -2.705663 -2.948936 1.1 0.4 0.1 -0.15
C -1.853475 -3.948471 -2.426731 0.1 1.0 0.9 -0.72
O 0.455464 -1.029251 -3.554652 -0.7 -0.6 1.3 -0.35
C -0.011187 0.326194 -3.346371 -2.0 0.9 -1.2 -0.61
H 0.481185 -3.339645 -4.913756 -0.2 0.1 0.3 0.34
H 0.838166 -4.946988 -4.281428 0.0 0.0 0.4 0.29
H 2.130929 -3.778759 -4.660098 0.1 -0.2 0.2 0.34
H -1.912012 -3.832987 -1.344445 0.0 -0.2 0.1 0.23
H -1.187645 -4.786154 -2.634226 -0.3 0.0 -0.4 0.26
H -2.877104 -4.009392 -2.796280 0.3 -0.4 -0.3 0.27
H -0.508132 0.524998 -2.396839 0.4 -0.6 -0.3 -0.24
H -0.747174 0.531714 -4.123666 0.1 -0.2 -0.4 0.74
H 0.813025 1.032881 -3.443129 -1.6 -1.0 -0.4 0.38
C 5.081805 0.726987 -1.604708 0.1 -0.6 -1.9 -1.02
O 3.731004 0.828034 -1.168485 -0.9 0.3 0.6 0.13
P 2.449758 0.300998 -1.968864 -1.8 -1.1 1.6 -0.75
O 1.114696 0.411048 -1.195242 9.9 4.0 -9.5 0.12
O 2.451467 1.100761 -3.368871 2.3 -1.9 0.6 -0.39
C 2.363984 2.493326 -3.347600 0.4 1.5 0.8 -0.99
O 2.837497 -1.228193 -2.369402 -0.1 1.3 0.0 -0.36
C 2.808713 -2.261504 -1.322589 0.9 0.8 1.2 -0.76
H 5.592920 -0.128806 -1.163714 -0.1 0.2 0.3 0.29
H 5.664291 1.646872 -1.553349 -0.4 0.2 0.9 0.33
H 5.043576 0.559539 -2.681098 0.2 -0.3 -0.2 0.38
H 2.223220 2.904350 -2.347931 -0.2 -0.2 0.3 0.17
H 1.481174 2.812855 -3.901364 0.3 0.1 -0.5 0.40
H 3.319459 2.914869 -3.659778 -0.3 0.1 -0.6 0.32
H 3.828098 -2.602676 -1.142179 0.1 0.1 -0.2 0.40
H 2.145261 -3.080812 -1.599491 1.3 0.5 0.4 0.38
H 2.392086 -1.785704 -0.434825 0.5 -0.3 0.2 0.02
C 0.800890 4.874757 1.878108 -0.5 2.4 1.2 -0.96
O 0.682936 3.733609 1.119400 0.4 -3.3 0.0 -0.21
P 1.135522 2.269507 1.705757 0.8 3.9 2.9 -0.76
O 0.833242 1.168150 0.823252 4.7 12.8 5.0 1.59
O 2.737775 2.485017 2.017886 -1.3 -0.2 -0.5 -0.30
C 3.634834 2.859760 0.947237 0.4 0.6 -0.2 -0.43
O 0.399351 2.225487 3.168775 1.3 1.2 -3.0 -0.38
C 0.652974 1.114685 4.011751 1.6 5.0 1.5 -0.52
H 0.859727 4.811208 2.964669 0.0 -1.0 0.1 0.36
H -0.130844 5.419657 1.726266 0.2 0.4 -0.2 0.28
H 1.657288 5.497700 1.620000 0.0 -0.1 -0.5 0.29
H 3.288162 2.783529 -0.083354 -0.7 -0.6 0.4 -0.06
H 4.547829 2.269426 1.024930 -0.2 -0.1 0.2 0.28
H 3.915919 3.911056 1.009425 -0.1 0.1 0.7 0.39
H 1.084400 1.510023 4.931353 0.1 0.2 0.3 0.35
H 1.416863 0.428945 3.645215 0.1 2.4 -0.8 -0.08
H -0.165784 0.431230 4.236751 -0.6 5.9 0.8 0.39
C -5.009820 0.192193 1.243009 -1.0 0.5 -2.0 -1.05
O -3.639777 -0.256225 1.077162 1.0 2.6 -6.1 -0.17
P -2.805685 0.484067 -0.122711 -1.0 1.3 0.1 -0.85
O -1.346877 0.184683 -0.205670 -14.0 5.2 -6.7 2.57
O -3.717210 0.227280 -1.426751 0.2 -0.1 3.4 -0.31
C -3.154963 0.330259 -2.684256 -1.1 0.1 -1.7 0.05
O -3.082691 2.023489 0.255982 0.0 -0.2 -0.3 -0.36
C -2.432613 3.136818 -0.384162 0.8 0.6 0.5 -0.46
H -5.091338 0.901052 2.067010 -0.2 0.1 -0.3 0.31
H -5.649661 -0.681011 1.370299 0.2 0.0 0.3 0.29
H -5.379590 0.710995 0.358578 0.2 -0.1 -0.1 0.51
H -3.805307 1.007415 -3.237989 0.3 0.4 -0.2 0.38
H -3.402563 -0.636249 -3.123182 1.2 -0.1 -0.5 0.23
H -2.127735 0.694100 -2.661169 -0.6 -0.5 -0.3 -0.11
H -1.510505 2.893916 -0.912190 -0.1 -0.6 -0.2 -0.01
H -2.074797 3.809100 0.395651 -0.2 -0.1 0.3 0.20
H -3.063534 3.750122 -1.027504 -0.5 -0.6 0.0 0.38
```
Forces are in eV/Å.

Calculated values
Energy above the lowest of the compared OMol25 structures with the same formula, charge and spin ... 2729.6 kJ/mol
Net charge ... +1
Highest occupied orbital energy ... -10.76 eV

***

Record 2
C15H45N3O6 | wB97M-V/def2-TZVPD

Geometry as XYZ:
```
69
Properties=species:S:1:pos:R:3:forces:R:3:mulliken_charge:R:1
C -22.394083 -8.001301 -37.879532 0.7 1.1 0.9 -0.89
O -21.143216 -7.822279 -38.524044 -0.4 -0.4 -0.4 -0.27
C -20.250556 -8.867659 -38.210749 0.3 -0.4 -0.4 -1.05
C -19.023565 -8.792332 -39.106132 0.0 1.0 0.7 1.21
C -19.283616 -9.062962 -40.593862 0.0 -0.7 1.2 -1.25
N -17.992419 -9.700685 -38.569252 -0.2 -0.1 -1.3 -0.77
H -22.223726 -7.779562 -36.815553 -0.2 -0.4 0.2 0.34
H -22.825759 -8.996513 -37.976933 0.0 0.0 -0.3 0.36
H -23.052544 -7.198518 -38.206499 -0.2 -0.3 -0.4 0.27
H -19.898404 -8.790416 -37.174334 -0.2 -0.1 0.1 0.33
H -20.737218 -9.839920 -38.362275 0.0 0.0 0.2 0.43
H -18.710426 -7.738889 -39.040099 0.1 0.0 0.0 -0.05
H -19.087900 -10.123682 -40.785920 0.0 0.0 -0.1 0.26
H -18.587506 -8.460540 -41.169605 -0.3 0.0 -0.4 0.30
H -20.345718 -8.903398 -40.769890 0.1 0.4 -0.5 0.28
H -17.388022 -9.801924 -39.380624 0.5 -0.4 0.5 0.31
H -17.429654 -9.326960 -37.816367 -0.2 0.3 0.0 0.15
C -12.901619 -10.399759 -37.974699 -1.0 -0.5 0.1 -0.64
O -13.761871 -10.644688 -36.867608 -0.2 0.2 -0.1 -0.33
C -14.435264 -9.483885 -36.443278 0.0 0.4 0.8 -0.77
C -15.186273 -9.716736 -35.129529 -0.3 0.2 -0.5 0.69
C -16.215332 -8.620151 -34.813172 0.1 -0.3 0.1 -1.18
N -14.219824 -9.769553 -34.023337 -0.5 -0.3 -0.1 -0.72
H -12.120395 -9.682315 -37.719143 0.4 -0.3 0.0 0.30
H -13.435125 -9.995858 -38.845272 -0.2 0.1 0.2 0.20
H -12.614154 -11.414608 -38.245571 0.8 0.3 -0.1 0.26
H -13.679983 -8.718928 -36.205291 -0.1 0.3 -0.3 0.44
H -15.120037 -9.101014 -37.208096 0.1 0.0 -0.1 0.25
H -15.803075 -10.621221 -35.226338 0.5 -0.3 -0.1 0.24
H -16.940687 -8.430436 -35.610098 0.3 0.0 -0.2 0.13
H -15.695388 -7.712399 -34.513386 -0.2 0.1 -0.1 0.30
H -16.810118 -8.992497 -33.976575 0.1 0.3 0.2 0.37
H -13.294601 -9.998879 -34.363808 -0.1 -0.3 0.0 0.28
H -14.523823 -10.500995 -33.390608 0.4 0.1 0.2 0.23
C -18.605749 -3.587246 -38.353600 0.2 -0.2 0.1 -0.75
O -18.236540 -4.633467 -37.474225 -0.1 0.0 -0.3 -0.33
C -19.323717 -5.222981 -36.790139 0.7 -0.7 0.3 -0.49
C -19.708047 -4.367832 -35.591634 0.0 -0.2 1.0 0.80
C -18.518435 -4.124646 -34.632556 -0.4 -0.9 -0.6 -1.25
N -20.733466 -5.093800 -34.842960 -0.2 -0.7 -0.7 -0.67
H -18.810059 -3.977025 -39.353818 -0.2 0.0 0.0 0.22
H -17.758168 -2.907341 -38.427746 0.0 0.1 0.0 0.27
H -19.469430 -3.040401 -37.972999 -0.1 0.1 -0.1 0.33
H -20.133367 -5.575503 -37.445379 -0.2 0.8 -0.2 0.26
H -18.959887 -6.192088 -36.426638 0.2 0.2 0.3 0.15
H -20.039480 -3.373992 -35.917870 -0.1 0.0 -0.1 0.19
H -17.849888 -3.402213 -35.095373 0.0 0.3 0.6 0.31
H -17.934393 -5.028066 -34.430590 -0.1 -0.2 -0.4 0.17
H -18.954271 -3.917601 -33.655490 0.3 0.9 0.0 0.40
H -21.222090 -4.605418 -34.109848 0.1 0.4 -0.1 0.23
H -21.410483 -5.486515 -35.488262 -0.1 0.1 0.2 0.16
C -24.023003 -9.848235 -40.858904 0.2 -0.6 -0.2 -0.49
O -23.558288 -10.862663 -39.973125 0.2 0.5 0.6 -0.49
H -23.376294 -9.811723 -41.739805 -0.3 0.0 -0.2 0.25
H -25.061682 -10.078238 -41.109405 0.1 0.3 -0.3 0.29
H -23.964618 -8.863277 -40.399157 0.0 -0.2 0.4 0.17
H -23.246391 -11.620128 -40.467583 0.0 0.0 -0.2 0.29
C -16.340681 -10.445401 -42.545671 -0.1 0.2 -0.1 -0.41
O -16.985309 -9.318307 -43.151482 -0.1 -0.3 0.2 -0.58
H -15.865661 -11.044624 -43.322324 0.2 -0.1 0.2 0.29
H -15.615273 -10.027600 -41.849831 0.2 -0.1 -0.1 0.09
H -17.005332 -11.081169 -41.955626 -0.2 0.1 -0.1 0.26
H -17.708439 -9.623159 -43.705765 0.0 0.0 0.0 0.29
C -16.180382 -6.044354 -42.128692 0.0 0.0 0.7 -0.51
O -15.548478 -7.256152 -41.763415 0.4 -0.1 0.4 -0.52
H -16.214601 -5.987452 -43.214110 -0.4 0.4 0.0 0.26
H -17.138183 -5.927815 -41.604084 -0.4 -0.3 -0.7 0.17
H -15.636617 -5.197079 -41.701953 0.5 -0.2 -0.4 0.25
H -15.921267 -7.981633 -42.279062 -0.3 0.4 -0.1 0.37
```
Forces are in eV/Å.

Calculated values
Energy above the lowest of the compared OMol25 structures with the same formula, charge and spin ... 123.1 kJ/mol
Net charge ... 0
Highest occupied orbital energy ... -9.08 eV

***

Record 3
C15H45N9O6 | wB97M-V/def2-TZVPD

Geometry as XYZ:
```
75
Properties=species:S:1:pos:R:3:forces:R:3:mulliken_spin:R:1
C -8.683100 3.701490 20.259440 -0.3 -2.0 2.3 3.77
O -7.965740 4.485960 20.786990 3.0 2.3 2.4 -0.92
N -9.251150 2.643730 20.781240 -0.5 -2.6 4.5 -0.26
N -9.038330 3.692930 19.059600 -1.0 1.7 -7.6 -0.24
H -9.918340 2.081760 20.272180 0.0 -0.2 0.0 -0.68
H -9.163660 2.461280 21.770770 -0.3 0.1 0.0 0.08
H -9.998490 3.381670 19.023400 -0.4 0.2 -1.6 -0.57
H -8.609820 4.353380 18.426930 -0.7 0.1 -0.1 -0.16
C -2.505400 10.445270 20.556470 -2.2 -1.0 0.1 0.01
O -2.499870 11.545730 20.124520 1.0 3.9 -1.4 0.00
N -1.682620 9.890960 21.393540 4.6 -0.6 3.0 0.00
N -3.480540 9.598610 20.345320 -3.5 -2.3 -1.4 0.00
H -1.829600 8.978840 21.801630 0.0 0.3 -0.2 0.00
H -0.862990 10.417840 21.659440 -0.2 -0.3 0.0 0.00
H -4.324450 9.857260 19.854380 0.5 0.1 -0.1 0.00
H -3.472860 8.682480 20.770460 -0.5 -0.3 -0.1 0.00
C -5.003470 6.197700 21.443970 0.3 1.2 0.5 0.22
O -4.147660 7.046710 21.640280 2.7 1.4 0.4 -0.03
N -6.248920 6.472710 21.414780 -4.8 1.3 -0.4 -0.26
N -4.822090 4.923020 21.293710 1.6 -4.1 -0.6 -0.16
H -6.638250 7.394720 21.550490 0.4 0.3 -0.2 0.04
H -6.874060 5.796970 20.999230 -0.3 0.0 0.3 0.08
H -5.647550 4.346710 21.212570 0.2 -0.1 0.0 0.00
H -3.902720 4.506480 21.330600 -0.2 0.1 0.0 0.04
C -6.589440 2.129870 23.043520 0.2 -0.7 -0.3 -0.29
C -7.193580 1.813460 24.433000 1.7 2.5 -0.5 -0.10
C -8.492450 1.047480 24.425270 -1.5 -0.8 0.7 0.10
O -9.630340 1.852860 24.052010 0.4 -0.4 -0.8 -0.72
C -10.885220 1.161370 24.195460 0.7 0.1 1.3 1.14
N -6.108460 1.242320 25.224410 0.5 -1.8 0.8 -0.01
H -5.563820 2.494520 22.986580 0.1 0.4 1.2 0.10
H -7.112940 2.892840 22.467410 -0.5 -0.5 -0.1 0.08
H -6.425200 1.178310 22.537880 -0.7 -0.1 -0.6 -0.07
H -7.357650 2.799470 24.867700 -0.9 0.2 0.0 0.10
H -8.694380 0.650870 25.420270 0.1 0.4 0.8 0.13
H -8.553200 0.097580 23.894150 0.7 0.1 -0.9 0.00
H -10.937390 0.117900 23.884750 0.5 0.0 -0.8 -0.11
H -11.724600 1.707080 23.764470 0.5 0.2 -0.2 -0.35
H -11.025420 1.077480 25.273140 -0.5 0.1 0.4 0.05
H -5.256370 1.775950 25.320850 -0.2 0.6 -1.1 -0.03
H -6.276620 1.075570 26.206260 -1.0 -0.3 0.1 -0.01
C -6.725780 9.248890 24.050880 0.1 -1.4 0.4 -0.01
C -7.047850 9.936250 22.764250 0.4 1.3 -0.2 0.02
C -6.375610 11.290120 22.627450 -0.9 0.2 0.9 0.00
O -7.017380 11.973970 21.570830 0.4 0.9 0.7 0.00
C -6.645450 13.361630 21.560230 -0.9 -0.9 -1.5 0.00
N -6.667880 9.200170 21.610200 0.5 -0.5 -1.7 0.01
H -6.703520 9.910140 24.917110 -0.1 0.0 -0.1 -0.01
H -5.819460 8.644230 24.018300 0.6 0.5 -0.2 0.01
H -7.438150 8.438860 24.207310 -0.4 0.2 0.2 0.00
H -8.126350 10.078170 22.694990 -0.1 0.3 0.1 -0.01
H -5.307810 11.238440 22.414760 0.3 -0.3 0.2 0.00
H -6.529850 11.772650 23.592580 0.1 0.8 0.1 0.00
H -7.235360 13.707350 20.711350 0.1 0.6 0.0 0.00
H -5.594600 13.483150 21.297480 0.2 0.1 0.4 0.00
H -6.965110 13.905520 22.449110 0.2 -0.2 0.2 0.00
H -6.759290 9.829080 20.825210 -1.3 0.1 -0.5 0.00
H -5.661400 9.221280 21.528540 0.8 -0.9 0.9 0.00
C -1.262450 0.598150 21.066790 0.4 -1.8 0.2 0.00
C -2.067910 1.732310 21.627240 -0.2 -0.8 -0.5 0.00
C -1.934070 2.836200 20.644790 0.8 0.1 0.0 0.01
O -2.161690 4.056640 21.295830 0.7 0.8 -1.8 -0.02
C -1.757910 5.125420 20.423990 -0.7 1.9 1.1 0.01
N -3.453280 1.278620 21.692000 -0.5 0.5 -0.2 0.01
H -1.750700 -0.294650 21.457460 0.6 -0.4 0.2 0.00
H -0.189890 0.592320 21.260930 0.0 0.2 0.6 0.00
H -1.295500 0.435310 19.989530 -0.6 0.6 -0.2 0.00
H -1.753950 2.026030 22.628870 0.6 0.2 -0.1 0.00
H -2.513130 2.647820 19.740740 -0.9 0.2 0.1 0.00
H -0.932510 2.813130 20.215320 0.6 0.2 0.4 0.00
H -2.478970 5.496190 19.695490 -0.5 -1.1 -0.4 0.01
H -0.794680 5.045850 19.920030 0.2 -0.6 0.4 0.00
H -1.801370 6.007860 21.062350 0.7 0.0 0.3 0.00
H -4.022660 2.110760 21.750690 -0.4 0.0 -0.1 0.01
H -3.643270 0.782240 22.550840 0.1 -0.2 0.2 -0.01
```
Forces are in eV/Å.

Calculated values
Multiplicity ... 2
Expectation value of S² ... 0.75
Net charge ... -1
Highest occupied orbital energy (alpha / beta) ... 0.64 / -6.51 eV